Record 1
C6H15NO | wB97M-V/def2-TZVPD

CARTESIAN COORDINATES (ANGSTROEM)
1 C 2.173 -0.898 1.291
2 C 0.854 -0.123 1.108
3 C -0.133 -0.338 2.136
4 N -0.612 -1.520 2.724
5 O -0.894 0.638 2.492
6 H 2.086 -1.952 1.144
7 H 2.526 -0.653 2.276
8 H 2.948 -0.666 0.682
9 H 0.997 1.022 0.994
10 H 0.461 -0.487 0.014
11 H -1.432 -1.543 3.313
12 H -0.087 -2.351 2.837
13 C -1.594 -0.053 -1.730
14 C -0.911 1.255 -1.332
15 C 0.158 1.430 -2.457
16 H -0.861 -0.943 -1.770
17 H -2.337 -0.463 -1.058
18 H -2.105 0.059 -2.718
19 H -0.691 1.373 -0.181
20 H -1.771 1.999 -1.450
21 H 0.573 2.426 -2.481
22 H -0.232 1.224 -3.383
23 H 0.881 0.566 -2.453

Forces on atoms 1 to 2 (eV/Å):
-2.05 0.26 2.10
1.81 -0.11 -4.31

Values from the calculation:
Kohn-Sham gap, Ha: 0.3767
Net charge: 0
Largest force on an atom, Eh/bohr: 0.1564
Structure (SMILES): CCC(N)=O.CCC
Highest occupied orbital energy, eV: -9.5



Record 2
C6H15NO | wB97M-V/def2-TZVPD

CARTESIAN COORDINATES (ANGSTROEM)
1 C -0.166 -1.413 2.326
2 C -0.900 -0.102 2.006
3 C 0.072 0.995 2.344
4 N 0.757 1.612 1.342
5 O 0.319 1.217 3.515
6 H -0.472 -2.257 1.688
7 H -0.228 -1.685 3.383
8 H 0.953 -1.327 2.297
9 H -1.226 -0.008 0.971
10 H -1.782 -0.072 2.664
11 H 1.696 1.921 1.556
12 H 0.649 1.862 0.374
13 C 1.100 -0.635 -1.821
14 C -0.231 -0.579 -2.616
15 C -0.878 0.811 -2.384
16 H 1.739 0.224 -1.983
17 H 0.724 -0.582 -0.779
18 H 1.698 -1.543 -1.941
19 H 0.004 -0.696 -3.685
20 H -0.890 -1.330 -2.148
21 H -0.983 1.216 -3.386
22 H -1.792 0.866 -1.787
23 H -0.163 1.503 -1.937

Forces on atoms 1 to 2 (eV/Å):
1.44 -0.62 0.08
-0.27 -0.05 0.10

Values from the calculation:
Kohn-Sham gap, Ha: 0.3882
Net charge: 0
Largest force on an atom, Eh/bohr: 0.0454
Structure (SMILES): CCC(N)=O.CCC
Highest occupied orbital energy, eV: -9.7



Record 3
C6H15NO | wB97M-V/def2-TZVPD

CARTESIAN COORDINATES (ANGSTROEM)
1 C 2.452 -0.054 0.794
2 C 0.974 0.220 1.204
3 C 1.006 1.243 2.383
4 C -0.029 0.618 0.063
5 N -0.103 -0.531 -0.829
6 C -0.958 -0.292 -1.967
7 C -2.290 -1.019 -2.069
8 O -2.696 -1.536 -0.767
9 H 3.096 -0.623 1.447
10 H 3.004 0.902 0.704
11 H 2.530 -0.475 -0.189
12 H 0.751 -0.760 1.667
13 H 0.290 0.947 3.154
14 H 0.665 2.261 2.144
15 H 1.910 1.331 3.011
16 H -0.936 0.846 0.635
17 H 0.426 1.361 -0.625
18 H -0.454 -1.331 -0.275
19 H -1.130 0.750 -2.248
20 H -0.395 -0.662 -2.817
21 H -2.279 -1.989 -2.579
22 H -2.996 -0.430 -2.655
23 H -2.836 -0.778 -0.186

Forces on atoms 1 to 2 (eV/Å):
0.16 2.02 -1.08
2.01 0.07 1.17

Values from the calculation:
Kohn-Sham gap, Ha: 0.3578
Net charge: 0
Largest force on an atom, Eh/bohr: 0.0563
Structure (SMILES): CC(C)CNCCO
Highest occupied orbital energy, eV: -8.9



> Which formula does entry 1 have?

C6H15NO